--- a ---
Formula: C3H12O2S2
Source: OMol25
Level of theory: ωB97M-V/def2-TZVPD

Bonds (Å) are listed after each position.
Geometry (Å):
1 C -1.05085 1.91738 0.32906  C2 1.512, H6 1.092, H7 1.092, H8 1.094
2 C -0.09814 0.87328 0.86567  C1 1.512, C3 1.519, H9 1.085, H10 1.091
3 C 1.35286 1.22608 0.58907  C2 1.519, S4 1.799, H11 1.091, H12 1.091
4 S 2.58164 0.15697 1.35200  C3 1.799, S5 2.105
5 S 2.41046 -1.56809 0.15748  S4 2.105, H13 1.342
6 H -0.99032 2.86634 0.86662  C1 1.092
7 H -2.08689 1.57363 0.37108  C1 1.092
8 H -0.83017 2.15212 -0.71632  C1 1.094
9 H -0.24851 0.71803 1.92849  C2 1.085
10 H -0.33392 -0.09159 0.41434  C2 1.091
11 H 1.54089 1.38760 -0.47373  C3 1.091
12 H 1.56218 2.18963 1.05605  C3 1.091
13 H 2.35258 -0.92468 -1.01886  S5 1.342
14 O 0.69299 -3.47740 2.45411  H15 0.970, H16 0.966
15 H 0.85966 -2.61384 2.86214  O14 0.970
16 H 0.19821 -3.26963 1.65105  O14 0.966
17 O -2.83527 -1.37630 -4.23027  H18 0.969, H19 0.962
18 H -3.07610 -0.54687 -4.67039  O17 0.969
19 H -2.00130 -1.19266 -3.78759  O17 0.962

Properties
- Frontier orbital gap: 8.89 eV
- Highest occupied orbital energy: -8.72 eV
- Spin multiplicity: 1

=====

--- b ---
Formula: C3H12O2S2
Source: OMol25
Level of theory: ωB97M-V/def2-TZVPD

Bonds (Å) are listed after each position.
Geometry (Å):
1 C -1.31449 0.14685 0.69317  C2 1.618, H6 1.133, H7 1.156, H8 1.156
2 C -0.22072 -0.02207 -0.48705  C1 1.618, C3 1.435, H9 1.125, H10 1.102
3 C 0.65437 -1.11537 -0.17226  C2 1.435, S4 1.879, H11 1.116, H12 1.109
4 S 1.91504 -1.08439 -1.56529  C3 1.879, S5 2.074
5 S 3.15461 0.53992 -1.20745  S4 2.074, H13 1.320
6 H -0.80060 0.64236 1.57251  C1 1.133
7 H -2.23882 0.77061 0.38826  C1 1.156
8 H -1.58389 -0.90770 1.08366  C1 1.156
9 H 0.27568 0.98556 -0.54502  C2 1.125
10 H -0.56505 -0.25663 -1.50724  C2 1.102
11 H 0.18705 -2.12340 -0.28080  C3 1.116
12 H 1.16639 -1.06185 0.81039  C3 1.109
13 H 2.27950 0.73907 -0.23976  S5 1.320
14 O 2.18667 0.62006 2.00273  H15 0.990, H16 0.997
15 H 2.69998 0.92227 1.21235  O14 0.990
16 H 2.95272 0.33442 2.57368  O14 0.997
17 O -3.33013 0.01656 -1.70283  H18 1.051, H19 1.039
18 H -3.62002 -0.06133 -0.69568  O17 1.051
19 H -3.79828 0.91507 -1.93339  O17 1.039

Properties
- Frontier orbital gap: 8.42 eV
- Highest occupied orbital energy: -8.04 eV
- Spin multiplicity: 1

=====

Stability check: which of them is least stable? b.

=====

--- a ---
Formula: C3H9NS2
Source: OMol25
Level of theory: ωB97M-V/def2-TZVPD

Bonds (Å) are listed after each position.
Geometry (Å):
1 C 1.86064 -1.09712 0.71123  N2 1.260, H4 1.086, H5 1.094
2 N 1.40638 0.01463 0.33160  C1 1.260, C3 1.455
3 C 1.61192 0.39849 -1.05646  N2 1.455, H6 1.088, H7 1.094, H8 1.098
4 H 1.55425 -1.47197 1.68385  C1 1.086
5 H 2.45415 -1.73361 0.04782  C1 1.094
6 H 0.71338 0.91865 -1.38328  C3 1.088
7 H 2.46227 1.07363 -1.18801  C3 1.094
8 H 1.75756 -0.46604 -1.71687  C3 1.098
9 C -1.75959 1.24881 0.77504  S10 1.837, H12 1.084, H13 1.083, H14 1.090
10 S -2.30874 0.43155 -0.77626  C9 1.837, S11 2.070
11 S -1.80267 -1.54545 -0.43012  S10 2.070, H15 1.339
12 H -2.60722 1.76835 1.20736  C9 1.084
13 H -1.34067 0.48263 1.41545  C9 1.083
14 H -0.96251 1.94681 0.51786  C9 1.090
15 H -3.03915 -1.96935 -0.13922  S11 1.339

Properties
- Frontier orbital gap: 9.46 eV
- Highest occupied orbital energy: -8.90 eV
- Spin multiplicity: 1

=====

--- b ---
Formula: C3H9NS2
Source: OMol25
Level of theory: ωB97M-V/def2-TZVPD

Bonds (Å) are listed after each position.
Geometry (Å):
1 C -2.25555 1.02685 0.34535  C2 1.493, H5 1.092, H6 1.092, H7 1.091
2 C -1.42533 1.22960 -0.87877  C1 1.493, C3 1.328, H8 1.090
3 C -1.28128 0.38061 -1.89013  C2 1.328, N4 1.416, H9 1.087
4 N -0.55063 0.63073 -3.07678  C3 1.416, H10 1.016, H11 1.014
5 H -2.78596 0.07311 0.29981  C1 1.092
6 H -1.62796 1.00945 1.23932  C1 1.092
7 H -2.99977 1.81532 0.46695  C1 1.091
8 H -0.82986 2.14062 -0.94526  C2 1.090
9 H -1.84340 -0.54892 -1.92711  C3 1.087
10 H 0.09180 -0.13717 -3.25096  N4 1.016
11 H 0.00689 1.47515 -3.00532  N4 1.014
12 S 1.33274 -0.18544 2.10099  S13 2.077, H14 1.342
13 S 1.10892 -1.14875 0.27480  S12 2.077, H15 1.344
14 H 0.53359 -1.00070 2.80698  S12 1.342
15 H 2.15793 -1.98028 0.39851  S13 1.344

Properties
- Frontier orbital gap: 8.45 eV
- Highest occupied orbital energy: -8.20 eV
- Spin multiplicity: 1

=====

--- c ---
Formula: C3H9NS2
Source: OMol25
Level of theory: ωB97M-V/def2-TZVPD

Bonds (Å) are listed after each position.
Geometry (Å):
1 C 3.13337 -1.77911 0.62500  C2 1.345, H4 1.079, H5 1.133
2 C 3.97993 -2.70246 1.11387  C1 1.345, N3 1.367, H6 1.076
3 N 3.77453 -4.04935 1.22098  C2 1.367, H7 1.013, H8 1.006
4 H 2.14178 -1.98151 0.25173  C1 1.079
5 H 3.59132 -0.76407 0.41436  C1 1.133
6 H 4.83680 -2.42521 1.70177  C2 1.076
7 H 3.16954 -4.48511 0.53509  N3 1.013
8 H 4.49618 -4.64603 1.58857  N3 1.006
9 C -3.27021 2.91952 -0.51386  S10 1.817, H12 1.110, H13 1.103, H14 1.099
10 S -2.12687 1.78128 0.32211  C9 1.817, S11 2.072
11 S -1.31459 0.82852 -1.32934  S10 2.072, H15 1.410
12 H -3.64470 3.72782 0.14858  C9 1.110
13 H -2.91877 3.37264 -1.45553  C9 1.103
14 H -3.99487 2.19124 -0.90392  C9 1.099
15 H -2.39619 0.87512 -2.23202  S11 1.410

Properties
- Frontier orbital gap: 8.51 eV
- Highest occupied orbital energy: -7.96 eV
- Spin multiplicity: 1

=====

Stability check: which of them is least stable? c.